8
Properties=species:S:1:pos:R:3:forces:R:3:mulliken_charge:R:1 method="wB97M-V/def2-TZVPD" homo_lumo_gap_ev=5.076 charge=-2 multiplicity=1 lumo_ev=5.32 relative_energy_ev=0.523 energy_ev=-24601.8174
C 2.088007 -0.295534 0.936475 -1.318 -0.926 -0.994 -0.62
O -2.785057 -0.829376 -1.354020 -0.487 -0.945 -0.759 -0.65
O -2.529813 -0.089533 1.060131 0.276 0.462 -0.341 -0.65
O -1.512579 1.310191 -0.934058 -0.186 -0.011 0.636 -0.62
P -2.242033 0.135142 -0.387120 0.114 0.560 0.423 0.91
I 3.903128 -0.120984 -0.538076 -0.143 0.304 0.202 -0.50
H 1.400237 -0.877617 0.115783 1.193 1.726 1.833 0.03
H 1.678113 0.767711 1.100885 0.551 -1.170 -1.000 0.10


69
Properties=species:S:1:pos:R:3:forces:R:3:mulliken_charge:R:1 method="wB97M-V/def2-TZVPD" s_squared=0.76 homo_lumo_gap_ev="7.227 / 5.922" charge=+1 multiplicity=2 lumo_ev="-3.98 / -5.23" relative_energy_ev=0.000 energy_ev=-128469.2564
Rh 1.155813 -0.027238 -0.323121 -0.281 -0.977 2.047 -0.54
C 2.815681 2.354714 1.928214 -0.088 -0.055 0.002 -1.31
C 1.332888 2.259625 2.034873 -0.063 0.130 0.052 0.58
C 0.496187 2.897474 2.958213 0.054 -0.030 -0.019 -1.73
C -0.775097 2.497693 2.623212 0.093 -0.020 0.012 0.23
N -0.704218 1.677425 1.559295 -0.218 0.257 0.128 0.53
N 0.590223 1.531102 1.207945 0.501 -0.130 -0.300 -0.09
B -1.770794 0.930114 0.732878 -0.260 0.069 0.037 0.57
N -1.490771 1.260743 -0.765517 0.168 0.008 0.014 0.68
C -2.305792 1.772107 -1.697097 0.038 0.117 -0.170 0.20
C -1.586064 1.968059 -2.859085 0.081 0.037 0.017 -1.80
C -0.289190 1.543659 -2.572610 -0.034 0.009 0.003 0.51
C 0.917057 1.517673 -3.444014 -0.061 -0.092 0.069 -1.49
N -0.254267 1.134187 -1.300762 0.690 -0.909 -0.153 0.22
N -1.530077 -0.574055 0.993700 -0.117 -0.233 0.074 0.72
C -2.362964 -1.521950 1.445810 -0.010 -0.126 0.072 0.11
C -1.636120 -2.668449 1.684405 0.089 -0.031 -0.012 -1.65
C -0.318478 -2.354751 1.348874 0.096 0.085 0.040 0.56
C 0.901782 -3.208775 1.403803 -0.112 0.006 -0.052 -1.32
N -0.276728 -1.074321 0.954211 0.345 0.570 -0.626 -0.01
N -3.229169 1.244143 1.010472 -0.044 -0.006 -0.019 1.13
C -3.933172 2.065784 1.832002 0.107 0.027 -0.011 -0.03
C -5.264918 1.840977 1.622578 -0.170 -0.055 -0.042 -1.31
C -5.317252 0.840651 0.627172 0.158 0.095 0.088 0.68
C -6.514487 0.188580 0.013292 0.134 0.004 -0.013 -1.23
N -4.094185 0.495249 0.264623 -0.047 -0.105 -0.065 -1.35
H 3.151733 3.332425 2.267727 0.007 0.011 -0.036 0.50
H 3.286851 1.601071 2.558592 0.021 0.046 0.008 0.13
H 3.140645 2.209970 0.897000 0.020 0.034 0.012 0.18
H 0.789217 3.561609 3.752540 -0.022 0.004 -0.005 0.50
H -1.706448 2.750586 3.087607 -0.031 -0.024 0.014 0.44
H -3.344585 1.959417 -1.492958 0.029 0.017 0.123 0.60
H -1.944408 2.374593 -3.788571 0.002 -0.001 0.007 0.48
H 0.672993 1.874532 -4.441105 -0.007 0.008 0.002 0.43
H 1.703386 2.144531 -3.022500 -0.009 0.032 -0.063 0.30
H 1.308795 0.501719 -3.523843 -0.055 -0.004 -0.105 0.28
H -3.412497 -1.331063 1.580317 0.035 0.082 -0.017 0.60
H -2.010086 -3.608998 2.050040 0.035 0.011 0.037 0.52
H 0.907748 -3.797271 2.320193 -0.013 0.003 0.001 0.47
H 0.925360 -3.899793 0.559667 -0.018 -0.011 0.011 0.26
H 1.790152 -2.584683 1.375955 0.038 -0.102 0.010 0.01
H -3.473263 2.767953 2.499692 0.018 0.024 -0.011 0.38
H -6.093810 2.322682 2.112712 0.026 0.019 0.004 0.46
H -7.432196 0.613205 0.413472 -0.013 -0.010 -0.021 0.39
H -6.506022 0.316987 -1.068905 -0.054 0.020 0.003 0.28
H -6.506350 -0.882849 0.214061 -0.053 0.003 0.016 0.28
O 2.704944 -0.637848 1.107145 -1.086 0.203 -0.359 -0.52
N 3.967865 -0.336100 0.867031 0.312 0.003 -0.118 0.39
C 4.850639 -0.371162 1.886810 0.053 -0.208 0.307 -0.16
C 6.175467 -0.099987 1.673801 0.032 -0.024 -0.058 -0.87
C 6.611942 0.225884 0.389251 -0.120 -0.036 -0.097 -0.32
C 5.690074 0.281739 -0.631453 0.185 -0.078 0.015 -0.88
C 4.349841 0.002354 -0.372035 -0.247 -0.080 -0.046 0.77
S 3.129729 0.051139 -1.582969 -1.035 0.692 -0.622 -0.33
H 4.439774 -0.636963 2.849183 -0.096 -0.027 -0.050 0.53
H 6.865862 -0.154987 2.502161 -0.046 0.021 0.035 0.45
H 7.656342 0.425658 0.195791 -0.011 0.037 0.007 0.42
H 5.970605 0.526112 -1.646147 0.001 0.040 0.019 0.48
Br -1.067415 -4.664303 -4.702878 0.038 0.051 -0.037 -0.17
C -0.503459 -3.420889 -3.397581 -0.035 -0.039 -0.062 -0.21
C 0.776149 -3.508400 -2.877080 -0.133 -0.090 0.162 -0.65
C 1.175727 -2.604818 -1.897538 0.137 -0.163 -0.084 -0.83
C 0.288036 -1.634864 -1.477490 1.207 0.843 -0.106 1.50
C -1.004141 -1.575686 -1.946550 -0.184 0.196 -0.096 0.44
C -1.392793 -2.458352 -2.947554 0.020 -0.171 0.175 -1.22
H 1.457857 -4.274331 -3.219831 0.006 0.004 -0.006 0.48
H 2.172487 -2.677076 -1.488491 0.017 0.040 -0.065 0.52
H -1.728603 -0.874202 -1.557539 0.013 0.019 -0.150 0.33
H -2.390009 -2.399936 -3.361075 -0.032 -0.039 0.070 0.52